22
Properties=species:S:1:pos:R:3:lowdin_charge:R:1 method="wB97M-V/def2-TZVPD" de_lowest_kcal_mol=94.3 orbital_gap_ev="8.3 / 8.3" homo_ev="-8.9 / -8.9" total_charge=0
C -0.958 -1.766 1.538 -0.01
C -1.534 -0.908 0.679 -0.36
C -0.669 0.936 0.729 -0.14
C -0.787 1.301 2.018 0.08
O -2.270 -0.830 -0.260 0.11
H -1.203 1.500 -0.025 0.11
H -0.656 -1.449 2.520 0.06
H -1.019 -2.823 1.340 0.08
H 0.783 -1.127 1.002 0.07
H -1.511 2.037 2.336 0.08
H -0.239 0.789 2.796 0.08
C 0.767 -1.009 -1.826 -0.04
C 0.828 0.403 -1.328 -0.32
C 0.926 0.619 0.160 -0.31
C 0.778 1.461 -2.132 0.05
O 1.474 -0.399 0.883 -0.05
H 1.463 1.544 0.384 0.15
H 1.598 -1.587 -1.418 0.09
H -0.168 -1.485 -1.526 0.07
H 0.819 -1.032 -2.913 0.08
H 0.844 2.471 -1.751 0.07
H 0.733 1.355 -3.206 0.06


22
Properties=species:S:1:pos:R:3:lowdin_charge:R:1 method="wB97M-V/def2-TZVPD" smiles="O=C1C[C@@H]2CC(O)C[C@H]2C1" de_lowest_kcal_mol=98.4 orbital_gap_ev=10.0 homo_ev=-9.3 total_charge=0
C 2.264 0.023 -0.262 -0.34
C 1.434 -1.283 -0.659 -0.07
C -0.058 -0.590 -0.482 -0.38
C -1.242 -1.283 0.207 -0.07
C -2.221 0.018 0.136 -0.24
C -1.337 1.400 -0.119 -0.02
C 0.022 0.668 0.200 -0.40
C 1.259 1.278 -0.472 -0.11
H 3.070 0.491 1.467 0.01
H 3.055 0.116 -1.100 0.14
H 1.600 -2.228 0.069 0.14
H 1.675 -1.593 -1.906 0.17
H -0.191 -0.419 -1.591 0.15
H -0.929 -1.668 1.240 0.13
H -1.845 -2.273 -0.148 0.16
H -1.497 1.910 -1.140 0.14
H -1.329 2.209 0.574 0.09
H 0.404 0.574 1.317 0.19
H 1.785 2.018 0.224 0.12
H 0.937 1.704 -1.518 0.15
O 2.536 -0.127 1.165 0.00
O -3.468 -0.151 0.237 0.02


22
Properties=species:S:1:pos:R:3:lowdin_charge:R:1 method="wB97M-V/def2-TZVPD" smiles=Cc1ccc(O)cc1.CO de_lowest_kcal_mol=41.9 orbital_gap_ev=9.5 homo_ev=-8.8 total_charge=0
C 0.126 2.788 -1.119 -0.06
C 1.191 -0.795 -0.492 0.01
C 1.427 -0.708 0.906 -0.31
C 0.621 0.373 -1.063 -0.07
C 0.285 1.490 -0.354 -0.29
C 0.995 0.388 1.673 -0.01
C 0.489 1.531 1.051 -0.02
O 2.269 -1.591 1.553 0.00
H 1.338 -1.694 -1.045 0.11
H 0.643 0.231 -2.105 0.10
H 0.895 0.282 2.693 0.09
H 1.854 -2.492 1.682 0.14
H -0.003 2.780 -2.205 0.08
H 0.967 3.494 -0.942 0.09
H 0.247 2.387 1.693 0.12
H -0.782 3.194 -0.650 0.08
C -3.570 -1.160 -0.605 -0.15
O -2.440 -1.817 -1.156 -0.08
H -1.649 -1.449 -1.102 -0.03
H -3.495 -1.115 0.588 0.11
H -4.428 -1.698 -0.917 0.06
H -3.600 -0.096 -0.855 0.07


22
Properties=species:S:1:pos:R:3:lowdin_spin:R:1 method="wB97M-V/def2-TZVPD" spin_multiplicity=2 de_lowest_kcal_mol=25.5 orbital_gap_ev="8.6 / 5.5" homo_ev="-13.0 / -13.0" total_charge=+1
C 0.590 -2.887 -0.625 0.05
C -0.046 -0.445 -0.304 0.02
C -0.028 -1.784 0.160 0.25
C -0.636 0.620 0.359 0.12
C -0.909 0.235 1.699 0.20
C -0.754 -2.102 1.334 0.05
C -1.175 -1.075 2.153 0.11
O -0.793 1.183 2.637 0.16
H 0.564 -0.189 -1.166 0.00
H -1.034 1.422 -0.246 0.00
H 0.576 -3.829 -0.078 0.00
H 1.664 -2.728 -0.763 0.01
H -0.788 -3.122 1.691 0.00
H -0.467 0.781 3.452 0.00
H -1.562 -1.319 3.130 0.00
H 0.135 -2.935 -1.611 0.02
C 1.010 2.927 -1.730 0.00
O 0.033 3.739 -2.331 0.00
H -0.538 3.224 -2.916 0.00
H 1.048 2.990 -0.643 0.00
H 1.985 3.359 -2.026 0.00
H 1.125 1.935 -2.178 0.00


23
Properties=species:S:1:pos:R:3:lowdin_charge:R:1 method="wB97M-V/def2-TZVPD" smiles=COC(C)(C)c1occc1O de_lowest_kcal_mol=67.7 orbital_gap_ev=8.9 homo_ev=-8.2 total_charge=0
C -2.975 -0.212 -0.049 0.00
C -2.695 -1.216 -0.856 -0.08
C -1.682 0.405 0.364 -0.29
C -0.705 -0.224 -0.332 -0.08
C 1.429 1.415 -0.496 0.01
C 1.363 -0.923 -1.563 -0.01
C 1.408 -0.072 2.031 -0.03
C 0.926 -0.071 -0.397 -0.44
O -1.304 -1.286 -1.005 -0.02
O -1.560 1.387 1.261 0.06
O 1.456 -0.771 0.755 -0.16
H -3.911 0.100 0.386 0.11
H -3.068 -1.923 -1.545 0.12
H 1.399 2.000 0.413 0.07
H 2.430 1.095 -0.691 0.08
H 1.015 1.897 -1.342 0.08
H 2.086 -1.664 -1.094 0.12
H 1.896 -0.293 -2.301 0.09
H 0.597 -1.471 -2.016 0.05
H 0.426 0.214 2.333 0.08
H 1.949 0.798 1.790 0.05
H 1.977 -0.628 2.694 0.07
H -2.457 1.444 1.661 0.13


23
Properties=species:S:1:pos:R:3:lowdin_charge:R:1 method="wB97M-V/def2-TZVPD" smiles="CC(=O)[C@H]1[C@@H](O)C=CO[C@@H]1C" de_lowest_kcal_mol=47.5 orbital_gap_ev=9.9 homo_ev=-9.0 total_charge=0
C -0.868 -1.031 2.024 -0.04
C -0.871 -0.131 0.848 -0.28
C -1.271 2.168 0.466 -0.10
C -0.580 2.171 -0.670 0.00
C 0.227 0.953 -1.261 -0.35
C 0.643 0.096 -0.021 -0.06
C 1.268 -1.259 -0.357 -0.43
C 2.283 -1.804 0.648 -0.02
H -0.025 -0.826 2.702 0.09
H -1.763 -0.923 2.564 0.07
H -0.703 -2.056 1.649 0.10
H -1.589 -0.464 0.146 0.14
H -1.924 2.940 0.763 0.11
H -0.609 3.023 -1.303 0.09
H 1.072 1.376 -1.803 0.14
H -0.302 -0.649 -2.071 0.05
H 1.230 0.787 0.558 0.14
H 2.289 -2.907 0.427 0.10
H 1.939 -1.766 1.748 0.09
H 3.250 -1.214 0.824 0.11
O -1.273 1.105 1.359 -0.06
O -0.592 0.247 -2.103 0.00
O 0.884 -1.887 -1.290 0.11


23
Properties=species:S:1:pos:R:3:lowdin_charge:R:1 method="wB97M-V/def2-TZVPD" de_lowest_kcal_mol=23.8 orbital_gap_ev=9.3 homo_ev=-13.4 total_charge=+1
C -3.695 0.221 -0.193 -0.08
C -3.097 -0.924 0.247 -0.04
C -2.989 1.437 -0.377 -0.06
C -1.661 -0.877 0.590 -0.07
C -1.630 1.446 -0.249 -0.12
C -1.108 0.319 0.331 -0.13
C 3.446 -1.232 -0.350 -0.15
C 2.003 -1.007 -0.696 -0.31
O 2.062 0.189 1.914 -0.25
P 1.348 0.356 0.484 0.66
S 2.011 2.201 -0.078 0.62
H -4.788 0.157 -0.450 0.14
H -3.713 -1.755 0.583 0.12
H -3.544 2.188 -0.948 0.13
H -1.172 -1.770 1.008 0.12
H -0.957 2.327 -0.438 0.10
H 3.674 -1.557 0.674 0.09
H 3.673 -2.001 -1.062 0.08
H 4.124 -0.406 -0.625 0.09
H 1.456 -1.934 -0.769 0.09
H 1.879 -0.428 -1.587 0.07
H 1.932 0.840 2.602 0.09
H 0.744 2.210 -0.608 -0.18


21
Properties=species:S:1:pos:R:3:lowdin_charge:R:1 method="wB97M-V/def2-TZVPD" de_lowest_kcal_mol=49.5 orbital_gap_ev="7.8 / 8.0" homo_ev="-8.6 / -7.8" total_charge=0
C -2.976 0.499 -0.164 -0.09
C -2.497 -0.567 -0.901 -0.11
C -1.991 1.248 0.550 -0.09
C -1.219 -1.056 -0.768 -0.08
C -0.691 0.793 0.737 -0.05
C -0.332 -0.428 0.049 -0.36
C 2.029 0.440 -1.802 0.12
C 1.022 -0.878 0.343 -0.25
Si 2.178 -0.380 1.685 0.58
H -4.020 0.898 -0.235 0.11
H -3.244 -1.161 -1.417 0.10
H -2.444 2.161 1.149 0.13
H -0.972 -2.043 -1.224 0.13
H 0.120 1.300 1.280 0.08
H 2.595 -0.021 -2.525 -0.03
H 0.954 0.475 -1.943 -0.01
H 2.285 1.176 -1.059 -0.01
H 1.277 -1.734 -0.290 0.06
H 1.799 -0.718 3.157 -0.06
H 2.680 1.022 1.688 -0.08
H 3.447 -1.027 1.688 -0.11


43
Properties=species:S:1:pos:R:3:lowdin_spin:R:1 method="wB97M-V/def2-TZVPD" spin_multiplicity=5 de_lowest_kcal_mol=0.0 orbital_gap_ev="8.3 / 6.1" homo_ev="-8.6 / -9.0" total_charge=0
Os -0.345 -0.950 -0.763 2.61
N -1.959 -3.951 -1.522 0.04
C -2.019 -2.953 -2.461 0.02
N -2.635 -3.043 -3.613 0.01
N -2.441 -1.832 -4.187 0.04
N -1.759 -1.057 -3.443 0.01
N -1.460 -1.745 -2.298 0.11
C -1.295 -3.847 -0.342 0.03
N -1.252 -4.787 0.574 0.00
N -0.496 -4.263 1.564 0.05
N -0.094 -3.091 1.291 0.00
N -0.582 -2.764 0.043 0.06
H -2.445 -4.812 -1.716 0.00
C 1.409 2.254 1.312 0.00
As 1.876 0.435 1.683 0.05
C 0.775 -0.275 3.077 0.01
C 3.709 0.446 2.246 0.01
S 1.844 -0.937 0.015 0.23
H 1.191 2.725 2.270 0.00
H 0.541 2.295 0.661 0.00
H 2.250 2.730 0.814 0.00
H 0.871 0.343 3.970 0.00
H 1.087 -1.300 3.267 0.00
H -0.254 -0.269 2.721 0.00
H 3.820 1.098 3.111 0.00
H 4.311 0.816 1.418 0.00
H 4.010 -0.569 2.498 0.00
F 0.216 0.846 -4.753 0.00
C 1.188 0.778 -3.869 0.00
F 2.298 1.294 -4.392 0.00
F 1.419 -0.501 -3.554 0.01
S 0.781 1.726 -2.339 0.02
O 0.155 2.935 -2.744 0.00
O 1.999 1.765 -1.587 0.01
O -0.253 0.818 -1.668 0.13
C -1.892 3.258 2.344 0.00
O -1.738 1.877 1.994 0.01
C -2.178 1.505 0.781 0.05
S -2.707 2.494 -0.382 0.07
S -2.152 -0.259 0.658 0.40
H -1.516 3.337 3.361 0.00
H -2.944 3.537 2.298 0.00
H -1.331 3.896 1.662 0.00


Please write out number 6 again, unchanged.
23
Properties=species:S:1:pos:R:3:lowdin_charge:R:1 method="wB97M-V/def2-TZVPD" smiles="CC(=O)[C@H]1[C@@H](O)C=CO[C@@H]1C" de_lowest_kcal_mol=47.5 orbital_gap_ev=9.9 homo_ev=-9.0 total_charge=0
C -0.868 -1.031 2.024 -0.04
C -0.871 -0.131 0.848 -0.28
C -1.271 2.168 0.466 -0.10
C -0.580 2.171 -0.670 0.00
C 0.227 0.953 -1.261 -0.35
C 0.643 0.096 -0.021 -0.06
C 1.268 -1.259 -0.357 -0.43
C 2.283 -1.804 0.648 -0.02
H -0.025 -0.826 2.702 0.09
H -1.763 -0.923 2.564 0.07
H -0.703 -2.056 1.649 0.10
H -1.589 -0.464 0.146 0.14
H -1.924 2.940 0.763 0.11
H -0.609 3.023 -1.303 0.09
H 1.072 1.376 -1.803 0.14
H -0.302 -0.649 -2.071 0.05
H 1.230 0.787 0.558 0.14
H 2.289 -2.907 0.427 0.10
H 1.939 -1.766 1.748 0.09
H 3.250 -1.214 0.824 0.11
O -1.273 1.105 1.359 -0.06
O -0.592 0.247 -2.103 0.00
O 0.884 -1.887 -1.290 0.11